Entry from OMol25: C37H54N3OP2V as an isolated structure at a distorted geometry (wB97M-V/def2-TZVPD).

Last column: Löwdin spin population.
Geometry (Å):
C (0.78833, 1.28835, -2.68412)  0.003
C (-1.50078, 0.74008, -2.59317)  0.012
C (0.67096, 1.64819, -4.02309)  0.005
C (-1.59296, 0.88074, -4.00751)  0.004
C (-0.51211, 1.36742, -4.71462)  0.005
H (1.53515, 2.09875, -4.50447)  0.000
H (-2.56845, 0.69425, -4.47416)  0.000
H (-0.57689, 1.56487, -5.78357)  0.000
N (-0.23706, 0.76307, -1.98712)  0.021
P (2.45293, 0.41373, -0.55416)  0.019
P (-2.50139, 0.93898, -0.01451)  0.027
C (2.13335, 1.51160, -2.00010)  0.002
H (2.95397, 1.38699, -2.72536)  0.000
H (2.21873, 2.55724, -1.65450)  0.000
C (-2.66633, 0.74962, -1.78969)  0.037
H (-3.62984, 0.68364, -2.30844)  0.002
C (-3.38294, -0.41682, 1.09776)  0.016
C (-3.52477, 2.56712, -0.07972)  -0.005
C (3.22634, -1.12703, -1.37750)  0.010
C (3.83489, 1.34449, 0.38593)  -0.001
C (-2.36859, -1.15909, 1.97683)  0.012
H (-1.79171, -0.46683, 2.59888)  0.002
H (-2.91780, -1.82959, 2.65818)  0.001
H (-1.67222, -1.77524, 1.40101)  0.004
C (-4.36678, 0.23770, 2.07707)  0.002
H (-3.83710, 0.90207, 2.77382)  0.000
H (-5.17431, 0.78713, 1.58097)  0.000
H (-4.82836, -0.55418, 2.68955)  0.001
C (-4.07827, -1.43759, 0.19774)  0.002
H (-4.54189, -2.21088, 0.83206)  0.000
H (-4.87547, -0.99769, -0.41166)  0.000
H (-3.36853, -1.94379, -0.47006)  0.000
C (-3.46901, 3.28614, 1.26830)  0.000
H (-2.43679, 3.54751, 1.53800)  0.000
H (-4.04241, 4.21966, 1.16353)  0.000
H (-3.91858, 2.71881, 2.08708)  0.000
C (-2.91138, 3.53238, -1.10997)  0.001
H (-1.85090, 3.71912, -0.90798)  0.000
H (-3.01503, 3.16871, -2.13675)  0.000
H (-3.44425, 4.49233, -1.03160)  0.000
C (-4.98505, 2.25033, -0.49424)  -0.002
H (-5.12350, 1.26860, -0.96662)  0.000
H (-5.67391, 2.31602, 0.35904)  0.000
H (-5.31921, 3.00199, -1.22688)  0.000
C (4.49069, 0.41253, 1.41439)  0.000
H (5.16042, 1.02138, 2.04195)  0.000
H (3.74635, -0.05436, 2.07486)  0.000
H (5.10899, -0.36926, 0.95614)  0.000
C (3.21154, 2.52075, 1.14850)  0.000
H (2.73309, 3.25087, 0.48516)  0.000
H (2.48780, 2.19183, 1.90400)  0.000
H (4.03062, 3.04103, 1.66945)  0.000
C (4.90470, 1.92656, -0.55265)  -0.001
H (5.55069, 2.57858, 0.05232)  0.000
H (5.55375, 1.16764, -0.99633)  0.000
H (4.47432, 2.53890, -1.35419)  0.000
C (2.31353, -1.57592, -2.52608)  0.001
H (2.72211, -2.50190, -2.95606)  0.000
H (1.29454, -1.79009, -2.18792)  0.001
H (2.26955, -0.83147, -3.33078)  0.000
C (3.33757, -2.23995, -0.32805)  0.001
H (2.36535, -2.51825, 0.07974)  0.001
H (3.76244, -3.13336, -0.81174)  0.000
H (3.98761, -1.96266, 0.50972)  0.000
C (4.62617, -0.87696, -1.95799)  0.002
H (4.66311, -0.00973, -2.62943)  0.000
H (5.39454, -0.78225, -1.18028)  0.000
H (4.90043, -1.75908, -2.55833)  0.001
V (0.00705, 0.22453, 0.10866)  2.471
C (0.08438, 2.04319, 0.29666)  0.115
O (0.14629, 3.22400, 0.39665)  0.103
N (0.20638, -1.98982, 0.19644)  0.011
C (0.02486, -3.13468, -0.13367)  0.039
C (-0.73236, -4.02988, -0.98616)  0.002
C (-0.69482, -5.43670, -0.91154)  0.005
C (-1.50270, -3.42405, -2.00987)  0.006
C (-1.37057, -6.20133, -1.86736)  -0.001
H (-0.10269, -5.92240, -0.12602)  0.000
C (-2.18713, -4.19860, -2.94373)  -0.001
H (-1.53932, -2.33344, -2.10014)  0.001
C (-2.08704, -5.58653, -2.89959)  0.005
H (-1.32785, -7.29132, -1.82042)  0.000
H (-2.79027, -3.70616, -3.70015)  0.000
H (-2.56876, -6.19261, -3.67006)  0.000
C (1.76041, 0.41595, 6.38766)  0.002
C (1.31489, 0.36413, 4.95575)  0.010
C (0.39774, 1.28870, 4.45537)  -0.002
C (0.00814, 1.23768, 3.11770)  0.012
N (0.48502, 0.30087, 2.25842)  0.015
C (1.36421, -0.61287, 2.74491)  0.017
C (1.79303, -0.59970, 4.06766)  -0.001
H (2.28937, 1.35030, 6.61687)  0.001
H (0.90674, 0.35616, 7.07438)  0.001
H (2.43527, -0.41642, 6.60980)  0.000
H (-0.01757, 2.06862, 5.09497)  0.000
H (-0.71192, 1.96465, 2.72752)  0.001
H (1.69660, -1.38176, 2.04366)  0.002
H (2.51262, -1.35422, 4.39507)  0.000

Its spin multiplicity is 4. The value obtained for the LUMO energy (spin up / spin down) is -0.10531 / -0.11571 Eh. The total charge is +1. The calculated total energy comes out at -90023.24512 eV. The value obtained for the energy relative to the best compared isomer or geometry (same formula, charge and spin) is 0.0 kcal per mole. The orbital gap (spin up / spin down) is 5.73 / 5.45 eV.